Formula: C11H15BiClIrNO2S2
Source: OMol25
Level of theory: the ωB97M-V functional and the def2-TZVPD basis

## Properties
gap between HOMO and LUMO (alpha / beta) = 2.830 / 2.937 eV
2S+1 = 6
electronic energy = -2208.4768 Eh
energy above the lowest of the compared OMol25 structures with the same formula, charge and spin = 256.5 kJ/mol
HOMO (alpha / beta) = -5.12 / -7.84 eV
E_LUMO (alpha / beta) = -2.29 / -4.90 eV

Positions of all 34 atoms, in Å:
Bi 0.454 0.154 -4.540
Cl 0.850 2.293 -3.305
C -1.262 0.324 -6.132
C 2.525 -0.489 -5.390
H -1.006 -0.433 -6.895
H -2.140 -0.018 -5.559
H -1.453 1.303 -6.593
H 2.278 -1.140 -6.248
H 2.923 -1.105 -4.565
H 3.238 0.296 -5.676
Ir -0.459 0.316 -0.016
C -1.845 1.414 -0.944
C -0.721 -1.511 0.091
H -2.072 0.785 -1.847
H -2.799 1.606 -0.363
H -1.376 2.367 -1.277
H 0.131 -2.267 0.220
H -1.670 -2.118 -0.129
O 3.041 0.450 5.327
S 2.530 -0.372 4.250
O 2.863 -1.793 4.283
N 2.693 0.301 2.741
C 1.530 0.606 2.167
S 1.562 0.990 0.485
C 0.340 0.382 2.972
C -1.012 0.390 2.645
C -1.948 -0.028 3.604
C -1.504 -0.553 4.832
C -0.139 -0.680 5.098
C 0.771 -0.194 4.180
H -1.344 0.716 1.599
H -3.014 0.054 3.406
H -2.225 -0.888 5.578
H 0.260 -1.155 5.999

Mulliken atomic charge list, values in e, 6 entries: Bi 0.89; Cl -0.39; C -1.09; C -1.07; H 0.33; H 0.32

Formula: C11H15FN2S
Source: OMol25
Level of theory: the ωB97M-V functional and the def2-TZVPD basis

## Properties
gap between HOMO and LUMO = 9.017 eV
electronic energy = -1035.6333 Eh
energy above the lowest of the compared OMol25 structures with the same formula, charge and spin = 0.0 kJ/mol
HOMO = -8.40 eV
E_LUMO = 0.62 eV

Positions of all 30 atoms, in Å:
C 2.844 0.030 1.063
C 2.783 0.079 -1.365
C 1.545 -0.501 0.944
C 3.463 0.235 -0.157
C 0.879 -0.636 -0.288
C -0.604 -1.049 1.668
C -0.518 -1.059 -0.162
C -0.779 2.423 -1.111
C -3.052 -0.584 -0.318
C -1.273 1.362 -0.077
C -1.591 -0.028 -0.692
N 1.516 -0.269 -1.398
N 0.807 -0.748 2.082
F 4.777 0.602 -0.298
S -0.798 -2.708 -0.856
H 3.274 0.240 2.088
H 3.357 0.327 -2.323
H -1.338 -0.274 1.974
H -0.880 -1.961 1.982
H 0.346 2.752 -0.829
H -1.358 3.328 -1.016
H -0.843 2.051 -2.125
H -3.697 0.101 -0.771
H -3.334 -0.675 0.667
H -3.020 -1.645 -0.608
H -0.505 1.334 0.692
H -2.029 1.882 0.390
H -1.391 0.106 -1.696
H 1.105 -1.424 2.750
H 0.312 -3.288 -0.213

Mulliken atomic charge list, values in e, 6 entries: C -0.68; C -0.35; C 0.84; C 0.52; C -0.96; C -1.13

What is the energy above the lowest of the compared OMol25 structures with the same formula, charge and spin in the second record? 0.0 kJ/mol